one) This record from OMol25 describes 11 unconnected molecules or ions with the total composition C5H31NO11. The level of theory is ωB97M-V/def2-TZVPD.

* HOMO-LUMO gap: 10.212 eV
* SMILES: CCCC(=O)NC.O.O.O.O.O.O.O.O.O.O

Geometry (Å):
C  -2.33  -2.31  1.38
C  -2.08  -0.79  1.24
C  -1.23  -0.38  -0.01
C  0.19  -0.47  0.47
O  0.97  -1.41  0.32
N  0.82  0.66  1.02
C  0.04  1.91  1.22
H  -3.33  -2.57  1.78
H  -1.50  -2.69  1.99
H  -2.20  -2.79  0.43
H  -3.07  -0.31  1.24
H  -1.59  -0.41  2.12
H  -1.54  0.51  -0.57
H  -1.20  -1.14  -0.84
H  1.69  0.67  1.52
H  0.21  2.71  0.51
H  0.41  2.28  2.21
H  -1.01  1.67  1.38
O  1.61  -0.22  4.10
H  1.28  -0.92  3.52
H  2.18  0.23  3.46
O  0.37  3.03  -2.44
H  0.19  2.37  -3.15
H  0.70  2.43  -1.76
O  -1.42  1.57  4.27
H  -1.69  1.36  3.36
H  -1.13  0.73  4.63
O  3.73  0.17  -3.53
H  4.07  0.77  -2.87
H  3.71  -0.74  -3.27
O  -2.89  3.16  -1.12
H  -3.71  2.99  -1.59
H  -2.81  2.68  -0.30
O  -3.14  1.78  2.12
H  -3.91  1.53  2.66
H  -2.89  2.63  2.51
O  3.44  -1.63  -1.08
H  2.82  -1.47  -0.35
H  4.07  -2.35  -1.02
O  2.07  -2.24  -4.06
H  2.50  -2.07  -3.22
H  1.31  -2.81  -3.91
O  1.26  -3.33  -1.39
H  1.06  -3.00  -0.49
H  2.07  -2.86  -1.62
O  0.47  0.67  -3.54
H  0.41  0.23  -4.39
H  1.01  0.17  -2.92

=====

two) This record from OMol25 describes 11 unconnected molecules or ions with the total composition C5H31NO11. The level of theory is ωB97M-V/def2-TZVPD.

* HOMO-LUMO gap: 9.614 eV
* SMILES: CCC[C@H](N)C=O.O.O.O.O.O.O.O.O.O.O

Geometry (Å):
C  -2.27  2.52  -0.37
C  -0.91  2.29  -0.90
C  0.20  2.86  0.02
C  1.66  2.39  -0.36
N  1.61  0.87  -0.22
C  2.64  2.84  0.78
O  3.79  2.42  0.83
H  -2.53  3.61  -0.39
H  -3.04  1.97  -0.91
H  -2.49  2.19  0.79
H  -0.87  2.98  -1.78
H  -0.84  1.21  -0.90
H  0.26  3.99  0.06
H  -0.16  2.64  1.12
H  2.12  2.61  -1.38
H  2.51  0.31  -0.26
H  1.30  0.55  0.79
H  2.37  3.34  1.64
O  2.23  -1.52  1.69
H  2.97  -1.88  2.23
H  1.88  -0.80  2.26
O  -2.62  0.27  2.80
H  -3.06  -0.60  2.77
H  -2.79  0.68  1.87
O  -0.04  0.67  -3.03
H  -0.27  -0.26  -2.87
H  0.58  0.91  -2.44
O  -3.18  -2.05  1.40
H  -3.24  -3.01  1.18
H  -3.30  -1.67  0.48
O  1.05  -3.84  2.09
H  0.16  -3.67  1.81
H  1.47  -3.08  2.27
O  -2.65  0.70  -2.96
H  -2.89  0.97  -3.85
H  -1.69  0.85  -2.96
O  0.37  -0.21  3.32
H  0.35  -0.07  4.21
H  -0.56  -0.65  3.12
O  0.74  -1.88  -3.06
H  1.18  -1.94  -2.26
H  1.35  -1.39  -3.64
O  1.75  -2.66  -0.69
H  1.30  -3.44  -0.52
H  1.95  -2.34  0.20
O  -2.49  -2.33  -1.41
H  -2.89  -1.67  -1.92
H  -1.83  -2.45  -2.11

=====

Most stable one: one), least stable one: two).

=====

one) This record from OMol25 describes a single C2H4OS2 molecule. The level of theory is ωB97M-V/def2-TZVPD.

* HOMO-LUMO gap (alpha / beta): 7.717 / 8.036 eV

Geometry (Å):
C  1.13  -0.46  -1.58
C  -0.28  0.46  -0.05
O  0.78  -0.17  -0.40
S  -1.01  -0.38  2.84
S  -0.27  1.07  1.62
H  2.19  -0.68  -1.50
H  0.55  -0.14  -2.38
H  -0.88  0.81  -0.88
H  -2.22  -0.51  2.33

=====

two) This record from OMol25 describes 2 unconnected molecules or ions with the total composition C2H4OS2. The level of theory is ωB97M-V/def2-TZVPD.

* HOMO-LUMO gap: 9.564 eV

Geometry (Å):
C  -1.33  0.29  -0.66
C  -0.38  -0.39  -0.04
O  1.19  1.58  0.06
S  2.54  -0.89  -0.25
S  1.15  0.19  0.45
H  -2.38  -0.05  -1.03
H  -0.98  1.26  -0.96
H  -0.63  -1.82  0.53
H  0.81  -0.16  1.90

=====

Most stable one: one), least stable one: two).

=====

one) This record from OMol25 describes a single C2H4OS2 molecule. The level of theory is ωB97M-V/def2-TZVPD.

* HOMO-LUMO gap: 8.915 eV
* SMILES: C=C=[S@H](=O)S

Geometry (Å):
C  0.65  1.02  1.50
C  0.84  0.27  0.33
S  -0.44  -0.76  -0.35
O  0.09  -2.09  -0.54
S  -0.92  -0.18  -2.29
H  1.51  1.45  1.86
H  -0.29  1.29  2.06
H  -1.82  -1.03  0.10
H  0.39  0.04  -2.66

=====

two) This record from OMol25 describes a molecular structure, C2H4OS2. The level of theory is ωB97M-V/def2-TZVPD.

* HOMO-LUMO gap: 8.338 eV

Geometry (Å):
C  0.14  1.55  -1.81
C  0.41  -0.29  0.17
O  -1.37  3.26  -2.78
S  0.02  3.07  -2.29
S  1.42  0.72  -0.98
H  -1.03  0.86  -1.97
H  0.43  0.10  1.26
H  0.69  -1.35  0.23
H  -0.71  -0.08  -0.10

=====

three) This record from OMol25 describes a molecular structure, C2H4OS2. The level of theory is ωB97M-V/def2-TZVPD.

* HOMO-LUMO gap: 8.347 eV

Geometry (Å):
C  0.04  -0.59  -0.01
C  1.18  0.45  -0.03
H  -2.59  -0.11  0.77
H  -0.18  -1.13  1.25
H  0.43  -1.69  -0.93
H  -0.53  1.61  0.19
O  0.66  1.64  -0.30
S  -1.74  -0.01  -0.54
S  2.74  -0.16  -0.41

=====

four) This record from OMol25 describes a molecular structure, C2H4OS2. The level of theory is ωB97M-V/def2-TZVPD.

* HOMO-LUMO gap: 7.119 eV

Geometry (Å):
C  3.09  -0.49  -2.18
C  -0.85  0.72  0.25
O  4.14  -0.36  -2.73
S  2.17  0.73  -1.31
S  -0.19  -0.58  -0.89
H  2.40  -1.39  -2.02
H  -0.28  0.63  1.20
H  -1.93  0.39  0.29
H  -0.64  1.72  -0.30

=====

Most stable one: four), least stable one: one).

=====

one) This record from OMol25 describes a gas-phase ion, CH4IN2 (charge +1). The level of theory is ωB97M-V/def2-TZVPD.

* HOMO-LUMO gap: 8.703 eV
* SMILES: N/C=[NH+]/I
* total charge: +1

Geometry (Å):
N  -0.62  -0.17  0.24
C  0.62  -0.38  0.17
N  1.70  0.72  -0.26
I  3.62  0.00  -0.05
H  -1.05  -1.09  0.46
H  -1.22  0.74  0.23
H  1.11  -1.31  0.31
H  1.57  1.68  -0.07

=====

two) This record from OMol25 describes 3 unconnected molecules or ions with the total composition CH4IN2. The level of theory is ωB97M-V/def2-TZVPD.

* HOMO-LUMO gap (alpha / beta): 9.100 / 6.756 eV
* total charge: +1

Geometry (Å):
C  0.01  -0.03  0.02
N  0.25  0.85  -0.72
N  -0.05  -0.87  0.97
I  -3.13  -0.07  -2.07
H  2.45  1.05  0.50
H  -0.33  1.54  -1.30
H  0.54  -0.67  1.70
H  -0.28  -1.76  0.68

=====

Most stable one: one), least stable one: two).